C5H10O | ωB97M-V with the def2-TZVPD basis set

Output
Energy relative to the best compared isomer or geometry (same formula, charge and spin): 20.49 kcal/mol
Lowest unoccupied orbital energy: 1.08 eV
2S+1: 1
Frontier orbital gap: 10.58 eV

XYZ file:
```
16
Properties=species:S:1:pos:R:3:forces:R:3:lowdin_charge:R:1
H 3.0693 0.6758 -1.0810 -0.096 -0.072 0.079 0.07
H 2.6844 -0.9778 -0.5585 -0.051 0.132 0.013 0.07
H 2.8952 0.3213 0.6327 -0.022 -0.045 -0.144 0.07
C 1.0346 0.4114 -0.4196 -0.104 -0.087 -0.078 -0.18
H 0.2644 -1.4866 -0.8877 -0.020 0.150 0.054 0.11
H -2.1831 -1.1582 1.1085 0.054 0.156 -0.048 0.11
H -2.8546 0.4811 0.9438 0.073 -0.198 -0.029 0.12
H -1.5085 1.0107 -0.9370 0.055 -0.100 0.097 0.11
H -0.1921 0.0045 1.6501 -0.051 0.166 0.077 0.07
H -2.0377 -0.6444 -1.2317 0.074 0.085 0.104 0.11
O -1.0481 0.4252 1.8125 0.147 -0.036 0.066 -0.08
C -1.9380 -0.1122 0.8628 -0.285 -0.127 -0.227 -0.27
C 0.0390 -0.4387 -0.6790 0.137 0.089 0.121 -0.14
H 0.7712 1.4502 -0.2105 0.037 -0.130 -0.042 0.11
C -1.4062 -0.0224 -0.5866 -0.002 0.081 -0.035 -0.19
C 2.4957 0.0816 -0.3604 0.056 -0.062 -0.009 -0.10
```
Forces are in eV/Å.